{
  "formula": "C21H39F2N4O4PPtTe",
  "method": "ωB97M-V/def2-TZVPD",
  "multiplicity": 5,
  "mol_weight_da": 803.22,
  "orbital_gap_ev": [5.774, 4.833],
  "total_charge": 2,
  "relative_energy_ev": 3.171,
  "elements": ["Pt", "C", "C", "O", "P", "O", "Te", "O", "C", "C", "H", "H", "H", "H", "H", "H", "H", "H", "H", "H", "C", "C", "N", "C", "C", "C", "C", "N", "H", "H", "H", "H", "H", "H", "H", "H", "H", "H", "H", "H", "H", "H", "C", "C", "N", "C", "C", "C", "O", "C", "C", "C", "C", "N", "C", "H", "H", "H", "H", "H", "H", "H", "H", "H", "H", "H", "H", "H", "H", "F", "C", "F", "H"],
  "xyz": [[1.070, -0.237, -0.234], [-0.330, -5.392, 2.177], [-0.113, -5.604, 0.702], [0.665, -4.462, 0.142], [1.846, -3.438, 0.194], [1.080, -2.090, 0.573], [3.512, -4.075, 1.873], [2.390, -3.202, -1.283], [3.117, -4.168, -2.084], [4.553, -3.737, -2.156], [-1.197, -6.061, 2.442], [-0.631, -4.333, 2.363], [0.465, -5.791, 2.816], [-1.044, -5.502, 0.184], [0.452, -6.513, 0.402], [2.695, -4.097, -3.111], [2.944, -5.178, -1.665], [4.730, -2.702, -2.321], [5.000, -4.505, -2.833], [5.012, -3.914, -1.185], [2.683, 4.130, -3.975], [1.254, 3.678, -3.844], [0.805, 3.307, -2.490], [1.102, 4.331, -1.444], [2.527, 4.344, -0.843], [0.774, 1.935, -2.182], [0.717, 0.896, -3.328], [0.680, 1.578, -0.916], [3.031, 3.797, -4.985], [3.280, 3.612, -3.278], [2.861, 5.218, -3.905], [1.035, 2.818, -4.505], [0.587, 4.472, -4.170], [0.476, 4.164, -0.553], [0.906, 5.262, -1.944], [3.109, 3.460, -1.105], [2.385, 4.354, 0.262], [3.101, 5.256, -1.039], [0.053, 1.202, -4.099], [0.443, -0.162, -3.001], [1.668, 0.719, -3.876], [0.601, 2.391, -0.258], [-1.400, 1.751, 3.924], [-2.536, 2.032, 2.963], [-3.670, 1.055, 3.098], [-4.867, 1.601, 3.879], [-4.886, 1.070, 5.299], [-3.998, 0.120, 2.159], [-5.110, -0.463, 2.164], [-3.022, -0.293, 1.052], [-3.692, -0.858, -0.116], [-2.997, -1.257, -1.235], [-1.652, -1.146, -1.229], [-0.982, -0.621, -0.143], [-1.618, -0.311, 1.018], [-0.560, 2.394, 3.611], [-1.040, 0.768, 3.702], [-1.520, 1.876, 5.017], [-2.193, 1.963, 1.942], [-2.912, 3.054, 3.086], [-5.760, 1.291, 3.347], [-4.852, 2.695, 3.777], [-5.596, 1.567, 6.018], [-3.915, 1.105, 5.802], [-5.145, 0.002, 5.210], [-4.794, -0.774, -0.095], [-3.521, -1.703, -2.108], [-0.941, -1.567, -1.907], [-0.914, -0.287, 1.858], [3.697, 0.986, -0.935], [3.028, -0.239, -0.772], [3.462, -0.863, -1.983], [3.607, -0.715, 0.079]],
  "atomic_forces_ev_per_a": [[-1.2, 1.1, -0.9], [-1.3, -0.9, 0.3], [1.6, 0.4, 0.2], [1.0, 0.2, -0.5], [-2.5, 1.3, -0.2], [2.2, -1.5, -0.6], [-0.2, 0.0, -0.5], [-0.8, -0.1, 1.7], [-0.3, 0.3, -0.9], [0.4, -2.6, 0.8], [0.6, 0.8, -0.1], [0.4, -0.9, 0.1], [0.2, 0.6, -0.2], [-0.4, -0.2, -0.5], [-0.6, 0.5, 0.4], [-0.1, -0.2, 0.9], [0.3, 0.4, -0.3], [-0.1, 0.6, -1.0], [0.2, 1.2, 0.2], [0.2, -0.2, 0.2], [0.3, 0.2, -1.7], [-1.5, -0.1, -0.7], [1.3, -3.0, 0.8], [0.2, -0.9, 0.2], [0.0, 0.0, 1.0], [-0.2, 2.5, -1.5], [1.0, -1.4, 1.0], [0.6, 0.3, 0.6], [-0.2, 0.5, 0.7], [1.0, -0.5, 0.8], [-0.3, -0.6, 0.1], [0.3, 0.7, 0.4], [-0.2, 0.1, -0.1], [-0.6, 0.4, -0.9], [-0.5, 0.5, 0.2], [0.0, 0.2, 0.1], [0.4, -0.2, -0.6], [-0.2, -0.3, -0.4], [-0.9, 0.3, -0.3], [0.1, 1.7, 0.0], [-0.1, 0.6, 0.7], [0.1, -1.3, -0.7], [1.0, 0.6, -0.3], [-0.9, -0.6, 0.6], [-1.4, 0.9, -0.5], [0.5, 0.1, -0.2], [-0.3, -0.4, 0.8], [2.4, 1.0, 0.2], [0.9, -0.1, -0.3], [-0.8, 0.0, 1.0], [-2.3, 0.5, -0.2], [-0.9, -0.6, -0.8], [0.8, -0.3, -1.0], [-0.1, 1.0, 3.3], [0.7, -1.1, -0.8], [-0.2, 0.1, 0.3], [0.2, -0.8, 0.3], [-0.5, 0.0, -0.8], [0.3, -0.1, -0.4], [-0.2, -0.3, 0.1], [-0.1, -0.2, 0.0], [0.3, -0.3, 0.3], [0.4, -0.4, -1.1], [0.0, 0.2, -0.3], [0.0, 0.3, 0.4], [0.8, -0.3, -0.2], [0.5, 0.4, 0.8], [-0.3, -0.3, -0.8], [-0.7, 0.6, 0.0], [-1.7, -0.3, 0.6], [4.0, -0.6, -0.7], [-1.7, 0.5, 1.7], [-0.6, 0.1, -0.9]]
}

{
  "formula": "C4H12",
  "method": "ωB97M-V/def2-TZVPD",
  "smiles": "CC.CC",
  "mol_weight_da": 60.14,
  "orbital_gap_ev": 12.767,
  "total_charge": 0,
  "relative_energy_ev": 0.214,
  "elements": ["C", "C", "H", "H", "H", "H", "H", "H", "C", "C", "H", "H", "H", "H", "H", "H"],
  "xyz": [[-2.094, 1.302, 0.629], [-2.155, -0.205, 0.460], [-2.167, 1.856, -0.316], [-2.877, 1.669, 1.295], [-1.157, 1.681, 1.037], [-3.180, -0.569, 0.466], [-1.627, -0.705, 1.275], [-1.740, -0.474, -0.503], [2.101, -0.896, -1.232], [2.132, -0.208, 0.148], [1.993, -0.122, -1.987], [2.972, -1.519, -1.413], [1.268, -1.591, -1.252], [2.032, -0.884, 0.991], [1.265, 0.459, 0.152], [2.949, 0.520, 0.198]],
  "atomic_forces_ev_per_a": [[0.0, 0.9, -0.1], [0.0, 0.1, 0.1], [-0.4, -0.3, 0.1], [0.0, 0.0, -0.1], [0.2, -0.4, 0.2], [-0.1, 0.0, 0.0], [0.0, -0.1, -0.2], [0.3, -0.3, 0.0], [0.1, -0.2, 1.0], [-0.6, 0.9, -1.1], [0.0, -0.2, -0.3], [0.3, 0.2, -0.1], [-0.4, 0.1, -0.3], [0.4, 0.0, 0.1], [-0.2, -0.2, 0.3], [0.3, -0.6, 0.4]]
}

{
  "formula": "C2H3OTl",
  "method": "ωB97M-V/def2-TZVPD",
  "mol_weight_da": 247.43,
  "orbital_gap_ev": 7.115,
  "total_charge": 0,
  "relative_energy_ev": 1.180,
  "elements": ["O", "C", "C", "H", "H", "Tl", "H"],
  "xyz": [[0.587, 1.090, -0.410], [-0.436, 0.517, -0.331], [-1.502, -0.117, 0.098], [-2.477, 0.209, -0.269], [-1.430, -1.149, 0.446], [2.824, 0.659, -0.159], [2.436, -1.209, 0.627]],
  "atomic_forces_ev_per_a": [[-2.6, 0.2, -0.9], [0.4, -0.3, 1.7], [-0.5, -0.1, -1.2], [0.3, 0.1, 0.2], [0.3, 0.4, 0.0], [2.1, -1.0, 0.5], [-0.1, 0.7, -0.3]]
}

{
  "formula": "C3H8NO2",
  "method": "ωB97M-V/def2-TZVPD",
  "mol_weight_da": 90.10,
  "orbital_gap_ev": 10.306,
  "total_charge": 1,
  "relative_energy_ev": 2.346,
  "elements": ["O", "C", "O", "H", "H", "C", "C", "N", "H", "H", "H", "H", "H", "H"],
  "xyz": [[0.909, 1.445, -0.220], [-0.058, 2.093, 0.123], [-1.396, 1.635, 0.027], [0.103, 3.154, 0.358], [-2.094, 2.172, 0.412], [-0.319, -2.353, -0.866], [0.856, -1.434, 1.041], [0.257, -1.271, -0.103], [-0.572, -3.096, -0.115], [-1.279, -1.865, -1.205], [0.400, -2.819, -1.493], [1.517, -2.353, 1.152], [1.112, -0.500, 1.582], [0.040, -0.264, -0.214]],
  "atomic_forces_ev_per_a": [[-2.1, -0.3, 0.7], [-0.8, 0.5, -1.1], [3.1, -0.6, -0.1], [-0.6, -0.1, 0.4], [0.3, 0.7, 0.2], [-1.9, 0.7, 1.0], [2.4, 0.3, -2.4], [0.9, 0.8, 3.8], [-0.3, -0.2, -0.2], [1.2, -1.3, -0.7], [0.2, 0.1, -1.4], [-1.7, 0.7, 0.6], [-0.3, -0.9, -0.1], [-0.2, -0.4, -0.9]]
}